This record from the OMol25 dataset describes a cluster of 2 separate species, C5H6OS2 in total. The level of theory is wB97M-V/def2-TZVPD.

## Properties
Gap between HOMO and LUMO (spin up / spin down): 8.12 / 7.94 eV
Strongest force on any atom: 0.0666 Eh/bohr
LUMO (spin up / spin down): -1.101 / -0.661 eV

Geometry (Å):
C  1.874  -1.304  0.424
C  1.443  -0.038  -0.148
C  0.898  -1.957  1.046
C  0.096  0.135  -0.001
C  -2.236  1.536  0.318
O  -0.107  2.557  -0.920
S  -0.675  -1.186  0.828
S  -0.933  1.394  -0.795
H  2.816  -1.820  0.496
H  2.103  0.579  -0.611
H  0.750  -2.893  1.468
H  -3.037  2.320  0.038
H  -2.726  0.636  0.667
H  -0.264  0.041  -2.811

Here are the Löwdin charges for atoms 1 to 8, given in e: C -0.1678; C -0.1357; C -0.3824; C -0.7129; C -0.2054; O -0.4693; S 0.9757; S 0.6995